# 1
DFT (ωB97M-V/def2-TZVPD) results for a molecular structure, C42H52N6P2Pd.

Calculated values
LUMO = -12.73 eV
Kohn-Sham gap = 5.7 eV

Geometry as ORCA input:
```
! wB97M-V def2-TZVPD RIJCOSX def2/J DEFGRID3
* xyz 4 1
Pd 0.395 -0.089 -0.017
C 0.354 3.490 -0.171
N -0.604 3.581 -1.267
C -0.342 4.670 -2.226
C -1.573 2.715 -1.462
N -1.598 1.466 -0.755
C -2.760 1.005 -0.438
C -4.009 1.768 -0.411
C -5.189 1.142 -0.408
C -5.278 -0.321 -0.428
C -4.200 -1.076 -0.202
C -2.894 -0.457 0.015
N -1.884 -1.063 0.536
C -2.190 -2.237 1.296
N -3.174 -2.145 2.193
C -3.541 -0.894 2.866
C -4.067 -3.276 2.513
N -1.494 -3.345 1.152
C -0.535 -3.531 0.068
C -1.432 -4.380 2.201
N -2.528 2.971 -2.367
C -3.052 1.952 -3.285
C -3.153 4.297 -2.507
H 1.098 4.265 -0.311
H 0.832 2.513 -0.231
H -0.123 3.626 0.798
H 0.736 4.756 -2.329
H -0.744 5.615 -1.864
H -0.773 4.427 -3.191
H -3.958 2.846 -0.430
H -6.110 1.712 -0.424
H -6.250 -0.777 -0.574
H -4.276 -2.153 -0.136
H -2.733 -0.167 2.806
H -3.718 -1.123 3.916
H -4.457 -0.472 2.453
H -3.918 -4.093 1.814
H -5.091 -2.912 2.413
H -3.925 -3.625 3.535
H -1.013 -3.476 -0.909
H -0.082 -4.508 0.179
H 0.224 -2.754 0.158
H -1.807 -3.991 3.140
H -0.385 -4.645 2.330
H -1.994 -5.265 1.908
H -2.519 1.011 -3.167
H -2.908 2.305 -4.306
H -4.119 1.796 -3.126
H -2.846 4.952 -1.697
H -4.234 4.153 -2.450
H -2.922 4.757 -3.467
C 3.622 -1.159 -0.266
C 3.727 -0.043 0.742
P 2.110 0.220 1.521
C 2.254 1.758 2.416
C 2.973 2.827 1.859
C 3.190 3.975 2.597
C 2.670 4.081 3.885
C 1.937 3.038 4.434
C 1.717 1.882 3.703
C 1.787 -1.076 2.725
C 2.828 -1.782 3.329
C 2.567 -2.620 4.405
C 1.275 -2.736 4.900
C 0.233 -2.035 4.303
C 0.483 -1.219 3.211
P 2.173 -0.863 -1.313
C 1.961 -2.319 -2.319
C 1.529 -2.196 -3.646
C 1.454 -3.318 -4.455
C 1.787 -4.566 -3.945
C 2.201 -4.701 -2.623
C 2.273 -3.588 -1.806
C 2.498 0.518 -2.418
C 3.800 0.826 -2.814
C 4.020 1.772 -3.806
C 2.944 2.391 -4.427
C 1.643 2.084 -4.041
C 1.419 1.162 -3.031
H 3.499 -2.127 0.222
H 4.505 -1.247 -0.902
H 4.023 0.893 0.266
H 4.467 -0.233 1.521
H 3.393 2.765 0.862
H 3.771 4.785 2.179
H 2.842 4.981 4.461
H 1.547 3.120 5.439
H 1.159 1.072 4.153
H 3.850 -1.674 2.989
H 3.379 -3.160 4.874
H 1.085 -3.360 5.763
H -0.767 -2.106 4.712
H -0.326 -0.640 2.776
H 1.286 -1.228 -4.062
H 1.150 -3.218 -5.488
H 1.727 -5.440 -4.581
H 2.476 -5.673 -2.237
H 2.609 -3.716 -0.785
H 4.653 0.324 -2.374
H 5.031 2.005 -4.111
H 3.120 3.099 -5.226
H 0.809 2.547 -4.552
H 0.400 0.903 -2.756
*
```

# 2
DFT (ωB97M-V/def2-TZVPD) results for 2 unconnected molecules or ions with the total composition C5H11NO.

Calculated values
LUMO = 0.65 eV
structure (SMILES) = C=CC(=C)NC.O
ΔE to the lowest compared entry with this formula, charge and spin = 104.55 kcal per mole
Kohn-Sham gap = 8.2 eV

Geometry as ORCA input:
```
! wB97M-V def2-TZVPD RIJCOSX def2/J DEFGRID3
* xyz 0 1
C -1.068 -1.630 -1.197
N 0.083 -1.122 -0.404
C 1.421 -0.874 -0.569
C 1.922 -0.614 -1.815
C 1.961 -0.364 1.811
C 2.290 -0.682 0.559
H -0.866 -2.676 -1.514
H -2.015 -1.503 -0.463
H -1.216 -0.985 -2.128
H 0.150 -1.587 0.552
H 1.480 -0.244 -2.717
H 2.960 -0.550 -2.008
H 1.104 0.198 2.112
H 2.763 -0.335 2.589
H 3.250 -0.307 0.154
H -5.115 4.227 2.334
H -4.606 4.238 0.897
O -4.498 4.808 1.808
*
```

# 3
DFT (ωB97M-V/def2-TZVPD) results for 2 unconnected molecules or ions with the total composition C5H13NO2.

Calculated values
LUMO (alpha / beta) = -3.91 / -9.18 eV
expectation value of S² = 0.770
ΔE to the lowest compared entry with this formula, charge and spin = 24.16 kcal per mole
Kohn-Sham gap (alpha / beta) = 11.0 / 5.8 eV

Geometry as ORCA input:
```
! wB97M-V def2-TZVPD RIJCOSX def2/J DEFGRID3
* xyz 1 2
O 0.916 -2.340 0.119
C 1.211 -1.676 1.073
N 0.902 -0.324 1.112
C 0.235 0.387 0.045
C -0.723 1.437 0.572
C -1.750 0.863 1.531
C -1.420 2.110 -0.605
H 1.744 -2.081 1.943
H 0.926 0.179 2.007
H 1.011 0.817 -0.593
H -0.220 -0.400 -0.555
H -0.132 2.226 1.061
H -1.298 0.375 2.393
H -2.374 1.651 1.893
H -2.328 0.061 1.075
H -1.985 1.344 -1.136
H -0.792 2.630 -1.322
H -2.095 2.849 -0.239
H 0.898 -1.648 -2.975
H 1.605 -0.318 -2.840
O 0.740 -0.694 -3.057
*
```

# 4
DFT (ωB97M-V/def2-TZVPD) results for a molecular structure, C9H23O6Zn.

Calculated values
LUMO = 2.97 eV
Kohn-Sham gap = 7.4 eV

Geometry as ORCA input:
```
! wB97M-V def2-TZVPD RIJCOSX def2/J DEFGRID3
* xyz -1 1
Zn -0.264 -2.742 -0.808
C -1.970 -4.282 -2.425
O -1.813 -3.792 -1.088
H -3.079 -4.454 -2.612
H -1.561 -3.656 -3.189
H -1.473 -5.276 -2.510
C 0.435 -2.828 2.119
O 0.947 -2.865 0.826
H -0.367 -2.090 2.387
H -0.061 -3.841 2.356
H 1.253 -2.823 2.747
C 0.783 -1.221 -2.979
O 0.944 -1.699 -1.671
H 1.514 -0.432 -3.153
H 0.760 -1.886 -3.892
H -0.180 -0.666 -3.133
C 2.971 2.560 0.631
O 3.042 1.282 0.091
C 1.897 0.486 0.222
C 0.773 1.178 -0.403
O 0.090 1.924 0.586
C -1.089 2.431 -0.016
C -1.992 3.167 1.011
O -2.649 2.324 1.922
C -1.677 1.582 2.714
H 2.462 2.714 1.575
H 2.529 3.258 -0.145
H 4.019 2.855 0.709
H 1.698 0.355 1.253
H 2.022 -0.441 -0.310
H 0.238 0.367 -0.945
H 1.116 1.846 -1.164
H -1.679 1.694 -0.524
H -0.956 3.251 -0.765
H -2.704 3.569 0.319
H -1.425 3.916 1.557
H -2.306 1.331 3.586
H -0.821 2.203 2.999
H -1.428 0.701 2.124
*
```

# 5
DFT (ωB97M-V/def2-TZVPD) results for 14 unconnected molecules or ions with the total composition C42H42F14O42.

Calculated values
LUMO = -0.21 eV
ΔE to the lowest compared entry with this formula, charge and spin = 32.69 kcal per mole
Kohn-Sham gap = 10.7 eV

Geometry as ORCA input:
```
! wB97M-V def2-TZVPD RIJCOSX def2/J DEFGRID3
* xyz 0 1
C -1.148 -3.098 -4.161
C -0.639 -4.243 -3.198
O -1.773 -4.965 -2.918
C -2.839 -4.624 -3.706
O -3.901 -5.206 -3.878
O -2.504 -3.531 -4.440
F -0.174 -3.669 -2.036
H -0.535 -3.016 -5.043
H -1.282 -2.081 -3.743
H 0.174 -4.906 -3.518
C 0.651 -5.009 0.961
C 0.808 -5.019 2.540
O 2.146 -4.808 2.812
C 2.825 -5.120 1.671
O 3.999 -5.145 1.630
O 1.972 -5.261 0.594
F 0.350 -6.204 3.065
H 0.438 -3.975 0.660
H -0.070 -5.778 0.682
H 0.245 -4.219 3.032
C -2.579 4.009 -1.501
C -1.747 3.682 -2.780
O -1.539 4.933 -3.411
C -2.000 5.910 -2.548
O -1.900 7.044 -2.795
O -2.523 5.424 -1.433
F -2.499 2.880 -3.620
H -2.272 3.609 -0.541
H -3.598 3.667 -1.719
H -0.796 3.142 -2.611
C -4.257 -3.101 0.716
C -3.162 -2.630 -0.278
O -1.981 -2.699 0.461
C -2.349 -2.629 1.760
O -1.515 -2.400 2.655
O -3.644 -2.913 1.970
F -3.386 -1.264 -0.592
H -4.552 -4.146 0.527
H -5.169 -2.513 0.490
H -2.907 -3.151 -1.180
C -5.128 1.008 1.971
C -5.100 1.854 0.647
O -6.130 1.224 -0.122
C -6.398 -0.054 0.398
O -7.017 -0.886 -0.100
O -5.803 -0.237 1.605
F -3.869 1.860 -0.072
H -5.734 1.627 2.659
H -4.177 0.644 2.363
H -5.345 2.923 0.822
C 0.245 4.433 3.254
C -0.528 5.220 4.292
O -1.820 4.697 4.244
C -1.936 3.817 3.223
O -2.932 3.335 2.904
O -0.743 3.587 2.629
F -0.595 6.541 3.898
H 0.986 3.850 3.847
H 0.714 5.061 2.496
H -0.185 5.166 5.359
C 1.261 0.955 -5.571
C 0.033 1.735 -5.043
O -1.020 1.286 -5.846
C -0.606 0.349 -6.724
O -1.292 -0.237 -7.477
O 0.789 0.150 -6.577
F 0.189 3.112 -5.238
H 1.749 0.488 -4.685
H 1.995 1.565 -6.072
H -0.260 1.567 -4.010
C 3.583 4.848 -2.315
C 2.448 4.978 -1.245
O 1.856 3.749 -1.301
C 2.269 2.982 -2.358
O 1.751 2.007 -2.658
O 3.301 3.589 -2.997
F 1.527 5.950 -1.465
H 4.560 4.775 -1.800
H 3.391 5.731 -2.909
H 2.820 5.127 -0.217
C 5.246 -1.744 -1.255
C 4.782 -3.133 -0.920
O 5.449 -3.938 -1.836
C 6.096 -3.139 -2.808
O 6.656 -3.628 -3.689
O 5.913 -1.816 -2.537
F 3.429 -3.213 -1.221
H 5.943 -1.285 -0.574
H 4.348 -1.101 -1.303
H 4.932 -3.538 0.099
C -8.227 -2.308 -2.963
C -7.754 -3.297 -1.884
O -6.424 -2.973 -1.603
C -5.979 -2.201 -2.674
O -4.870 -1.785 -2.824
O -7.002 -1.853 -3.481
F -7.767 -4.607 -2.287
H -8.756 -1.478 -2.508
H -8.877 -2.707 -3.749
H -8.272 -3.298 -0.943
C 0.467 -0.387 5.889
C 0.022 -0.310 4.450
O 1.099 0.235 3.694
C 1.981 0.754 4.602
O 2.901 1.375 4.278
O 1.634 0.419 5.872
F -1.019 0.624 4.236
H 0.673 -1.428 6.156
H -0.334 0.055 6.476
H -0.302 -1.164 3.893
C 0.686 -0.381 0.876
C 0.073 1.008 0.781
O -0.554 1.079 -0.419
C -0.141 -0.002 -1.240
O -0.481 -0.037 -2.359
O 0.478 -0.904 -0.444
F 1.057 1.965 0.764
H 0.277 -1.130 1.549
H 1.763 -0.219 0.985
H -0.587 1.344 1.580
C 4.843 -1.971 4.695
C 3.625 -2.651 4.037
O 3.559 -2.154 2.682
C 4.551 -1.148 2.588
O 4.745 -0.639 1.579
O 5.247 -0.939 3.739
F 2.459 -2.184 4.623
H 5.594 -2.775 4.800
H 4.665 -1.528 5.657
H 3.624 -3.748 4.111
C 4.942 3.104 2.421
C 5.426 2.449 1.166
O 6.667 3.137 0.908
C 6.464 4.416 1.408
O 7.068 5.364 1.088
O 5.450 4.442 2.362
F 4.489 2.538 0.093
H 5.321 2.458 3.276
H 3.868 3.216 2.433
H 5.615 1.406 1.296
*
```

# 6
DFT (ωB97M-V/def2-TZVPD) results for a molecular structure, C56H50Cl5GeN5O3PRbS2Sb.

Calculated values
LUMO (alpha / beta) = 3.44 / 3.44 eV
expectation value of S² = 0.770
ΔE to the lowest compared entry with this formula, charge and spin = 22.56 kcal per mole
Kohn-Sham gap (alpha / beta) = 4.6 / 6.6 eV

Geometry as ORCA input:
```
! wB97M-V def2-TZVPD RIJCOSX def2/J DEFGRID3
* xyz -2 2
Rb -1.155 -0.801 -0.406
C -1.295 -4.651 7.320
C -2.576 -4.281 6.941
C -2.765 -3.195 6.100
C -1.663 -2.477 5.632
C -0.380 -2.828 6.053
C -0.199 -3.923 6.881
P -1.903 -0.947 4.714
C -3.431 -1.112 3.792
C -4.179 0.049 3.589
C -5.375 -0.016 2.893
C -5.829 -1.233 2.410
C -5.092 -2.390 2.616
C -3.887 -2.333 3.292
C -1.851 0.550 5.548
C -2.636 1.102 6.604
C -2.284 2.349 7.090
C -1.185 3.076 6.614
C -0.338 2.522 5.597
C 0.816 3.115 5.056
C 1.566 2.465 4.087
C 1.212 1.203 3.597
C 0.071 0.628 4.114
C -0.688 1.254 5.100
H -1.148 -5.518 7.951
H -3.432 -4.847 7.285
H -3.764 -2.917 5.796
H 0.476 -2.263 5.714
H 0.802 -4.217 7.164
H -3.819 0.992 3.978
H -5.940 0.888 2.711
H -6.747 -1.279 1.840
H -5.438 -3.332 2.216
H -3.300 -3.236 3.413
H -3.504 0.585 6.990
H -2.891 2.784 7.877
H -0.953 4.048 7.028
H 1.125 4.090 5.415
H 2.444 2.946 3.677
H 1.787 0.712 2.826
N -2.413 3.894 -2.790
C -1.972 3.902 -4.124
C -1.957 5.081 -4.851
C -1.546 5.085 -6.179
C -1.113 3.912 -6.772
C -1.097 2.734 -6.032
C -1.552 2.716 -4.724
S -1.551 1.217 -3.793
N -1.580 1.771 -2.206
C -1.987 2.925 -1.885
C -2.050 3.281 -0.425
C -2.420 4.542 0.027
C -2.449 4.783 1.394
C -2.115 3.765 2.264
C -1.768 2.536 1.713
N -1.734 2.299 0.413
H -2.618 4.802 -2.410
H -2.278 6.002 -4.376
H -1.554 6.012 -6.738
H -0.778 3.908 -7.801
H -0.726 1.816 -6.471
H -2.676 5.348 -0.648
H -2.724 5.763 1.766
H -2.106 3.901 3.337
H -1.491 1.711 2.357
O -1.430 -1.679 -2.886
H -1.486 -2.627 -2.680
H -2.231 -1.317 -2.454
O 1.336 3.218 -0.091
H 1.194 2.315 0.238
H 2.064 3.093 -0.711
Cl 1.542 -0.047 0.449
O 0.453 -1.598 3.468
N -0.522 -0.623 3.739
Cl -3.926 -0.739 -0.989
S 0.126 -2.606 2.145
C 0.393 -4.030 3.029
N 0.669 -4.946 3.670
Cl -1.333 -4.538 -1.380
Ge -3.322 -4.147 -0.187
Cl -4.501 -5.996 -0.927
Cl -2.543 -5.241 1.768
C 4.809 -1.230 -4.461
C 3.532 -1.095 -5.247
C 3.596 -1.162 -6.638
C 2.459 -1.062 -7.429
C 1.224 -0.903 -6.822
C 1.154 -0.832 -5.435
C 2.289 -0.914 -4.625
Sb 1.797 -0.688 -2.472
C 2.809 -2.481 -1.795
C 3.583 -2.472 -0.635
C 4.203 -3.622 -0.164
C 4.028 -4.817 -0.840
C 3.207 -4.852 -1.956
C 2.585 -3.705 -2.445
C 1.668 -3.841 -3.634
C 3.348 0.834 -2.293
C 4.568 0.627 -1.658
C 5.513 1.637 -1.534
C 5.245 2.894 -2.051
C 4.036 3.116 -2.693
C 3.082 2.107 -2.821
C 1.777 2.422 -3.505
H 5.616 -1.592 -5.100
H 4.691 -1.922 -3.624
H 5.113 -0.268 -4.040
H 4.563 -1.303 -7.111
H 2.540 -1.123 -8.508
H 0.320 -0.851 -7.418
H 0.183 -0.738 -4.962
H 3.649 -1.566 -0.050
H 4.795 -3.583 0.742
H 4.496 -5.726 -0.482
H 3.021 -5.797 -2.455
H 1.403 -4.887 -3.786
H 2.132 -3.463 -4.547
H 0.739 -3.287 -3.488
H 4.808 -0.349 -1.262
H 6.452 1.439 -1.031
H 5.964 3.698 -1.951
H 3.814 4.098 -3.097
H 1.746 3.463 -3.827
H 0.938 2.252 -2.826
H 1.622 1.788 -4.382
*
```

# 7
DFT (ωB97M-V/def2-TZVPD) results for 2 unconnected molecules or ions with the total composition C4H13N2O2.

Calculated values
LUMO = -2.92 eV
ΔE to the lowest compared entry with this formula, charge and spin = 28.28 kcal per mole
Kohn-Sham gap = 11.3 eV

Geometry as ORCA input:
```
! wB97M-V def2-TZVPD RIJCOSX def2/J DEFGRID3
* xyz 1 1
O 1.667 -1.680 -0.176
C 0.694 -1.663 -0.901
N -0.056 -2.739 -1.192
C 0.210 -0.307 -1.406
N -0.417 0.417 -0.269
C 0.638 1.213 0.644
C 0.483 2.679 0.360
H -0.829 -2.709 -1.832
H 0.220 -3.641 -0.829
H 1.095 0.234 -1.703
H -0.448 -0.286 -2.275
H -0.815 -0.239 0.412
H -1.088 1.117 -0.567
H 1.551 0.800 0.250
H 0.459 0.870 1.645
H 0.860 2.972 -0.617
H 1.026 3.264 1.099
H -0.567 2.970 0.411
H -0.908 -1.567 2.346
H -2.290 -0.853 2.572
O -1.486 -0.852 2.026
*
```

# 8
DFT (ωB97M-V/def2-TZVPD) results for a molecular structure, C5H13Cl6N2O5Sn.

Calculated values
LUMO = -7.43 eV
ΔE to the lowest compared entry with this formula, charge and spin = 0.00 kcal per mole
Kohn-Sham gap = 5.9 eV

Geometry as ORCA input:
```
! wB97M-V def2-TZVPD RIJCOSX def2/J DEFGRID3
* xyz 1 1
Sn -14.274 -3.810 -5.212
O -12.375 -3.822 -3.062
H -12.410 -3.855 -2.098
C -12.116 -0.260 -2.928
N -13.321 0.008 -3.793
O -13.950 0.999 -3.500
O -13.679 -0.785 -4.659
H -11.619 0.705 -2.863
H -11.516 -1.028 -3.408
H -12.504 -0.566 -1.960
C -14.816 -3.859 -0.803
N -14.816 -2.525 -1.475
O -15.315 -2.468 -2.581
O -14.472 -1.602 -0.770
H -14.082 -3.895 -0.002
H -14.527 -4.596 -1.550
H -15.829 -4.048 -0.455
C -11.683 -7.203 -2.831
Cl -13.211 -7.667 -3.633
Cl -10.272 -7.966 -3.551
H -11.563 -6.122 -2.875
H -11.704 -7.452 -1.772
C -10.430 -3.281 -0.374
Cl -11.048 -1.727 0.214
Cl -9.196 -4.004 0.684
H -11.201 -4.042 -0.466
H -10.015 -3.075 -1.355
C -9.479 -3.687 -4.776
Cl -8.331 -4.654 -5.774
Cl -8.743 -2.410 -3.774
H -10.336 -3.333 -5.344
H -9.966 -4.324 -4.039
*
```

Number 1: E -75359.235 eV, maximum force 0.85 eV Å⁻¹. Number 2: E -8897.163 eV, maximum force 4.82 eV Å⁻¹. Number 3: E -10971.775 eV, maximum force 1.69 eV Å⁻¹. Number 4: E -70406.559 eV, maximum force 3.57 eV Å⁻¹. Number 5: E -168276.772 eV, maximum force 4.82 eV Å⁻¹. Number 6: E -229763.326 eV, maximum force 1.16 eV Å⁻¹. Number 7: E -11428.248 eV, maximum force 2.21 eV Å⁻¹. Number 8: E -99563.274 eV, maximum force 4.13 eV Å⁻¹.